[1]
{"formula": "C15H43AlNO17P4", "method": "wB97M-V/def2-TZVPD", "elements": ["Al", "C", "O", "N", "C", "C", "H", "H", "H", "H", "H", "H", "H", "C", "O", "P", "O", "O", "C", "O", "C", "H", "H", "H", "H", "H", "H", "H", "H", "H", "C", "O", "P", "O", "O", "C", "O", "C", "H", "H", "H", "H", "H", "H", "H", "H", "H", "C", "O", "P", "O", "O", "C", "O", "C", "H", "H", "H", "H", "H", "H", "H", "H", "H", "C", "O", "P", "O", "O", "C", "O", "C", "H", "H", "H", "H", "H", "H", "H", "H", "H"], "positions_angstrom": [[1.09466, -0.22097, -0.10799], [4.09770, 2.64262, 0.08979], [3.27809, 1.68883, 0.14720], [4.87847, 3.15822, 1.04503], [5.90280, 4.20136, 0.82239], [4.53908, 3.02997, 2.44849], [4.31965, 3.07560, -0.89787], [5.76842, 5.14667, 1.34815], [6.06316, 4.53225, -0.20372], [6.81272, 3.78566, 1.25523], [5.51259, 3.11623, 2.93112], [3.96904, 3.78628, 2.98808], [4.02316, 2.09195, 2.65354], [5.28265, -2.67545, -1.92124], [5.61237, -1.31598, -1.91731], [4.62906, -0.19426, -2.62847], [3.19000, -0.36969, -2.12186], [5.38386, 1.21440, -2.25536], [6.78241, 1.20647, -2.42617], [4.96993, -0.29586, -4.22399], [4.11100, -0.77545, -5.20102], [6.17195, -3.30572, -1.92022], [4.50406, -3.04267, -2.58986], [4.90636, -2.81656, -0.90803], [6.98312, 2.13814, -2.95513], [7.21905, 0.34015, -2.92310], [7.14942, 1.22648, -1.40001], [3.65010, -0.02034, -5.83778], [3.25364, -1.38946, -4.92530], [4.75387, -1.24872, -5.94320], [-3.94387, 1.44133, 3.68787], [-3.30416, 0.17427, 3.43279], [-1.66943, -0.02900, 3.19044], [-1.10955, -0.06691, 1.79666], [-0.94544, 1.14515, 4.12189], [-1.28061, 1.54790, 5.43825], [-1.37713, -1.39604, 3.95261], [-1.98420, -1.83047, 5.17242], [-3.25945, 2.28921, 3.71579], [-4.32771, 1.40672, 4.70746], [-4.75678, 1.64107, 2.98974], [-1.47228, 2.61748, 5.35243], [-0.48451, 1.32833, 6.14967], [-2.19766, 1.07206, 5.78564], [-1.35038, -1.53071, 6.00699], [-2.01417, -2.91922, 5.21492], [-2.96047, -1.35711, 5.27699], [-1.70994, -5.14697, -1.86882], [-2.44828, -4.51031, -0.83801], [-2.39463, -2.88945, -0.62896], [-1.11609, -2.22124, -0.41313], [-3.32537, -2.49717, -1.93689], [-4.49348, -3.16202, -2.26884], [-3.32950, -2.71026, 0.61450], [-3.13795, -3.55695, 1.74413], [-1.23011, -4.43313, -2.53836], [-2.35695, -5.83474, -2.41329], [-0.87315, -5.67142, -1.40746], [-5.04333, -3.60963, -1.44095], [-4.14283, -3.92489, -2.96395], [-5.27126, -2.54071, -2.71283], [-4.17890, -3.82742, 1.92125], [-2.83763, -3.05452, 2.66363], [-2.52491, -4.44726, 1.60406], [-3.47530, 0.95633, -3.71823], [-3.82290, 1.23565, -2.30798], [-2.65201, 1.60568, -1.25938], [-1.41747, 0.72586, -1.32993], [-2.44847, 3.18125, -1.49832], [-3.52294, 4.15406, -1.35383], [-3.43020, 1.50672, 0.16914], [-4.23961, 0.42509, 0.36076], [-3.99798, 0.03840, -3.98714], [-2.41687, 0.70161, -3.77252], [-3.81166, 1.76560, -4.36634], [-4.42693, 3.68953, -0.96000], [-3.74323, 4.80902, -2.19680], [-3.28697, 4.84745, -0.54659], [-3.74223, -0.09089, 1.18203], [-4.21620, -0.37913, -0.37462], [-5.30960, 0.62132, 0.42944]], "forces_ev_per_a": [[-1.6, 0.4, -0.5], [-0.2, -0.6, -1.2], [0.8, 0.6, 0.3], [-1.5, 1.8, 1.0], [0.6, -0.2, -0.5], [0.9, -1.1, 0.7], [-0.2, -0.1, 0.1], [-0.8, -0.2, 0.5], [-0.2, -0.8, -0.2], [0.3, 0.0, -0.3], [0.0, -0.5, 0.5], [-0.4, 0.7, -0.9], [0.3, -0.1, -0.2], [-0.5, -1.6, 2.0], [-1.0, 3.3, -2.0], [2.0, -0.5, 0.6], [1.1, 0.7, -0.8], [-3.5, -3.0, -0.4], [1.5, 0.9, 0.6], [-0.9, 0.7, 3.7], [-1.0, -0.6, -3.0], [0.1, 0.3, -0.7], [0.3, 0.4, -0.5], [-0.4, -0.5, 0.1], [0.5, -0.2, 0.0], [-0.4, 0.1, -0.2], [0.6, 0.1, -0.2], [0.1, 0.9, 0.6], [0.5, -0.4, 0.7], [-0.1, -0.7, 0.3], [0.0, 0.6, 0.7], [2.7, -0.3, -0.9], [-0.4, 1.1, 3.6], [0.0, 0.3, 0.5], [-0.4, -2.0, -3.0], [-0.9, 0.3, 0.4], [-0.1, 0.6, -1.7], [0.0, 0.3, 1.0], [0.2, -0.2, -0.5], [-0.3, -0.3, -0.1], [0.2, -0.3, -0.1], [0.2, 0.0, 0.4], [0.1, 0.0, -0.3], [0.0, -0.1, 0.1], [0.0, 0.2, 0.0], [-0.2, 0.1, -0.5], [-0.1, -0.4, 0.1], [1.1, -0.2, -0.2], [0.3, 2.0, 1.1], [-3.5, -2.8, -2.5], [1.8, 0.9, -0.6], [3.2, 2.6, 2.8], [-1.4, -1.8, -0.5], [0.7, 0.4, -0.5], [-1.6, -0.7, 1.3], [-0.4, 0.1, -0.3], [0.0, 0.1, 0.1], [-0.2, -0.3, 0.0], [0.5, -0.2, 0.3], [-0.8, -0.2, -0.1], [0.7, 0.5, -0.3], [0.2, -0.7, 0.4], [0.4, 0.6, -0.5], [-0.1, 0.2, -0.4], [-0.1, -0.8, 0.5], [1.6, -0.2, 0.4], [-2.1, 1.3, 0.4], [-0.1, 0.9, 0.0], [0.6, -1.2, 0.2], [-0.8, 0.3, 1.5], [2.0, 2.6, -3.1], [-0.7, -3.5, 0.9], [-0.2, 0.2, 0.1], [0.0, 0.5, -0.2], [0.3, 0.1, 0.3], [-0.1, -0.3, -0.6], [0.5, -0.8, -0.6], [0.7, -0.1, 0.0], [-1.1, -0.1, 0.6], [0.4, 0.4, -0.8], [0.2, 0.6, 0.6]], "lowdin_charge": [1.45, -0.22, -0.02, -0.08, 0.02, 0.01, 0.16, 0.12, 0.11, 0.12, 0.12, 0.13, 0.11, -0.10, -0.22, 0.61, -0.32, -0.25, -0.09, -0.17, -0.11, 0.11, 0.10, 0.09, 0.11, 0.10, 0.10, 0.10, 0.10, 0.11, -0.06, -0.24, 0.56, -0.29, -0.24, -0.10, -0.22, -0.06, 0.09, 0.10, 0.10, 0.10, 0.11, 0.08, 0.10, 0.10, 0.09, -0.08, -0.23, 0.46, -0.25, -0.23, -0.11, -0.19, -0.05, 0.09, 0.11, 0.10, 0.10, 0.10, 0.10, 0.11, 0.07, 0.10, -0.01, -0.20, 0.52, -0.27, -0.20, -0.05, -0.19, -0.15, 0.09, 0.08, 0.11, 0.09, 0.11, 0.10, 0.06, 0.07, 0.12], "total_energy_ev": -96277.3167, "orbital_gap_ev": 2.5, "e_homo_ev": -17.266, "lumo_energy_ev": -14.80, "largest_force_ev_per_a": 5.18, "charge": 3, "e_above_lowest_kcal_mol": 64.8}

***

[2]
{"formula": "C5H17N2O2", "method": "wB97M-V/def2-TZVPD", "elements": ["N", "C", "C", "N", "C", "C", "C", "O", "H", "H", "H", "H", "H", "H", "H", "H", "H", "H", "H", "H", "H", "H", "H", "H", "H", "O"], "positions_angstrom": [[-0.01752, 2.06355, 0.05769], [-0.50396, 1.57528, 1.37465], [-1.38103, 0.31544, 1.19896], [-0.86534, -0.57096, 0.16349], [0.11543, -2.74860, 0.85203], [0.38585, -1.27814, 0.52772], [1.34082, -1.17225, -0.64527], [1.86477, 0.18160, -0.59705], [-0.76481, 2.20816, -0.62279], [0.63730, 1.35351, -0.34562], [0.45226, 2.95961, 0.13642], [-1.11868, 2.34541, 1.84093], [0.32682, 1.38272, 2.04762], [-1.46484, -0.16003, 2.18443], [-2.38243, 0.62807, 0.91487], [-1.54873, -1.26973, -0.11091], [-0.28172, -3.28447, -0.01121], [-0.58636, -2.83716, 1.68342], [1.02614, -3.27052, 1.15048], [0.82782, -0.80330, 1.40615], [2.18053, -1.86482, -0.56917], [0.82192, -1.28020, -1.60320], [2.55984, 0.25011, -1.22755], [-0.95087, 0.34530, -2.00695], [-1.31460, 1.29767, -3.18655], [-0.85351, 1.24605, -2.35345]], "forces_ev_per_a": [[0.1, 0.2, 0.4], [-0.8, -0.3, 0.3], [0.1, 0.1, -0.1], [0.4, 0.1, 0.1], [0.1, 0.0, 0.3], [-0.4, -0.9, -0.5], [0.4, 0.9, 0.3], [-0.8, -0.4, 0.7], [-0.2, -0.4, -0.2], [0.1, 0.2, -0.1], [0.3, 0.0, 0.2], [0.1, 0.1, -0.1], [0.3, 0.1, -0.3], [0.0, 0.0, 0.0], [-0.1, 0.0, -0.1], [-0.1, 0.2, 0.2], [-0.1, 0.1, -0.1], [-0.1, 0.0, -0.1], [0.0, 0.1, 0.0], [0.1, 0.1, -0.1], [-0.1, -0.1, 0.0], [0.0, -0.4, 0.2], [0.9, 0.3, -0.8], [-0.1, 0.1, 0.0], [-0.2, -0.1, -0.4], [0.2, 0.0, 0.4]], "nbo_charge": [-0.71, -0.24, -0.23, -0.68, -0.63, -0.09, -0.07, -0.76, 0.46, 0.48, 0.43, 0.23, 0.23, 0.20, 0.22, 0.39, 0.21, 0.23, 0.23, 0.20, 0.20, 0.18, 0.50, 0.50, 0.50, -0.99], "total_energy_ev": -12530.2468, "orbital_gap_ev": 10.6, "e_homo_ev": -13.260, "lumo_energy_ev": -2.66, "largest_force_ev_per_a": 1.25, "charge": 1, "e_above_lowest_kcal_mol": 8.8}

***

[3]
{"formula": "C15H21N3O3", "method": "wB97M-V/def2-TZVPD", "elements": ["C", "C", "O", "N", "C", "C", "C", "C", "C", "C", "H", "H", "C", "O", "N", "H", "C", "H", "C", "N", "C", "C", "H", "O", "C", "C", "H", "H", "H", "H", "H", "H", "H", "H", "H", "H", "H", "H", "H", "H", "H", "H"], "positions_angstrom": [[2.42965, -6.67108, 0.56087], [1.48980, -5.55819, 0.14418], [0.90420, -5.54397, -0.91211], [1.39146, -4.58427, 1.10034], [0.63390, -3.41258, 1.09134], [-0.22012, -3.07172, 0.04521], [-0.93760, -1.89236, 0.09489], [-0.82508, -1.03155, 1.18263], [0.01171, -1.39059, 2.23668], [0.73762, -2.56042, 2.19159], [1.38862, -2.82410, 3.01385], [0.07733, -0.73174, 3.08916], [-1.57744, 0.24924, 1.30162], [-1.87818, 0.73405, 2.37709], [-1.90001, 0.83821, 0.12360], [-1.51665, 0.46896, -0.73052], [-2.55772, 2.12345, 0.07990], [-3.00324, 2.25429, -0.90759], [-1.62214, 3.30552, 0.41993], [-0.54620, 3.59945, -0.49506], [0.56154, 2.66728, -0.51533], [1.73026, 3.34058, -1.23924], [2.57971, 2.66092, -1.32548], [1.37141, 3.69379, -2.55553], [0.26412, 4.56454, -2.55254], [-0.93991, 3.93276, -1.84836], [-1.76413, 4.64782, -1.81659], [-1.25708, 3.04495, -2.42468], [0.03780, 4.77470, -3.59932], [0.52763, 5.50027, -2.03753], [2.03088, 4.23881, -0.68018], [0.84636, 2.42197, 0.50907], [0.32113, 1.73229, -1.05186], [-2.24118, 4.20485, 0.49256], [-1.18206, 3.11352, 1.40075], [-3.35067, 2.11091, 0.83286], [-1.61546, -1.66813, -0.71608], [-0.31797, -3.73479, -0.79765], [1.94255, -4.71615, 1.93787], [2.47027, -7.41603, -0.22814], [3.42919, -6.27591, 0.73084], [2.07569, -7.13953, 1.47697]], "forces_ev_per_a": [[-0.1, -0.1, -0.2], [0.3, -0.3, 0.2], [-0.1, 0.0, -0.2], [0.2, 0.1, 0.4], [-0.3, 0.3, -0.1], [0.0, -0.2, -0.2], [0.1, 0.2, 0.3], [0.1, -0.2, 0.1], [-0.1, 0.1, -0.1], [0.0, -0.1, -0.1], [0.1, 0.0, 0.1], [0.0, 0.0, 0.1], [0.0, -0.1, -0.3], [0.0, 0.1, 0.2], [0.0, -0.1, -0.3], [0.0, 0.0, 0.1], [0.1, 0.4, 0.3], [0.0, 0.0, 0.1], [-0.3, -0.2, 0.0], [0.0, 0.0, -0.1], [0.4, 0.2, -0.2], [0.0, -0.3, 0.3], [0.0, 0.0, 0.1], [0.0, -0.1, -0.1], [-0.4, 0.1, -0.1], [0.4, 0.2, -0.1], [0.0, 0.0, 0.0], [0.0, 0.1, 0.0], [0.0, 0.0, 0.1], [-0.1, 0.0, -0.1], [0.0, -0.1, 0.0], [0.0, -0.1, 0.0], [0.1, 0.0, 0.1], [0.0, 0.0, 0.1], [-0.1, 0.0, 0.0], [0.0, 0.0, -0.2], [-0.1, 0.0, -0.1], [0.0, 0.0, 0.0], [-0.1, -0.1, -0.2], [0.0, 0.0, 0.0], [0.1, 0.0, 0.1], [0.0, 0.0, 0.1]], "nbo_charge": [-0.71, 0.69, -0.59, -0.60, 0.16, -0.21, -0.18, -0.17, -0.14, -0.25, 0.21, 0.24, 0.66, -0.63, -0.61, 0.40, -0.25, 0.20, -0.22, -0.45, -0.24, -0.07, 0.19, -0.52, -0.07, -0.25, 0.21, 0.16, 0.19, 0.17, 0.17, 0.21, 0.16, 0.20, 0.22, 0.22, 0.21, 0.25, 0.40, 0.24, 0.23, 0.23], "smiles": "CC(=O)Nc1ccc(C(=O)NCCN2CCOCC2)cc1", "total_energy_ev": -26509.3127, "orbital_gap_ev": 8.9, "e_homo_ev": -8.328, "lumo_energy_ev": 0.59, "largest_force_ev_per_a": 0.51, "e_above_lowest_kcal_mol": 25.4}